# C26H63Cl2O10PSi

A 4-piece molecular cluster, C26H63Cl2O10PSi overall (wB97M-V/def2-TZVPD, OMol25).

Computed properties:
HOMO energy in eV: -9.21
Kohn-Sham gap in Eh: 0.3588
SMILES: C[Si](C)(C)OCC[PH2](Cl)CCCCl.COCCOCCOC.COCCOCCOC.COCCOCCOC
DFT total energy in Eh: -3331.96066

```
103
Properties=species:S:1:pos:R:3:forces:R:3:lowdin_charge:R:1
C 6.858593 -3.590983 0.972180 0.217 0.271 0.199 -0.15
Si 6.202139 -4.798920 -0.268745 -0.216 -0.215 -0.248 0.37
C 4.447660 -4.374806 -0.724869 -0.265 0.241 0.035 -0.16
C 7.221766 -4.851826 -1.820467 0.330 0.071 -0.193 -0.16
O 6.235459 -6.274832 0.480915 -0.025 -0.262 0.350 -0.25
C 5.483676 -7.443116 0.204144 0.084 0.301 -0.191 -0.30
C 4.831197 -7.952373 1.483682 -0.066 -0.258 -0.004 -0.34
P 3.671294 -6.781098 2.369599 0.380 -0.292 -0.490 0.67
Cl 2.536029 -5.224913 3.702262 -0.187 0.221 0.293 0.04
C 2.216224 -7.150677 1.319358 0.169 -0.052 -0.178 -0.35
C 0.842667 -6.516881 1.476777 -0.041 -0.170 0.264 -0.36
C 0.743224 -5.098593 0.964057 0.209 0.196 -0.169 -0.61
Cl 0.603780 -5.072776 -0.832399 -0.014 -0.005 -0.033 0.53
H 6.051190 -3.162269 1.574750 0.047 -0.068 -0.042 0.03
H 7.375542 -2.759298 0.480609 -0.095 -0.066 0.038 0.04
H 7.573131 -4.053409 1.660106 -0.067 -0.025 -0.110 0.04
H 3.988806 -5.050120 -1.451564 0.062 -0.005 0.032 0.03
H 3.799176 -4.337244 0.159026 0.048 -0.007 -0.071 0.01
H 4.422113 -3.370231 -1.165792 -0.013 -0.108 0.031 0.05
H 7.379466 -3.828451 -2.180329 0.015 -0.110 -0.038 0.03
H 8.206701 -5.296909 -1.640916 -0.080 0.101 0.025 0.04
H 6.756987 -5.418007 -2.633672 -0.065 0.038 0.136 0.03
H 4.743721 -7.242202 -0.585052 -0.028 -0.061 0.137 0.10
H 6.169216 -8.199863 -0.192883 -0.104 -0.014 0.038 0.12
H 5.629421 -8.179205 2.200203 -0.037 0.025 -0.055 0.09
H 4.309700 -8.896709 1.275685 0.124 0.075 0.047 0.09
H 3.766613 -7.459819 3.576320 -0.083 0.030 0.123 0.00
H 4.501488 -5.688025 2.158608 -0.106 0.150 0.046 -0.01
H 2.153146 -8.235621 1.459080 -0.107 0.068 -0.097 0.09
H 2.593078 -7.003446 0.298174 -0.076 -0.043 0.077 0.08
H 0.142488 -7.141390 0.915163 -0.036 0.048 0.071 0.10
H 0.535839 -6.536551 2.524871 0.064 0.025 -0.100 0.08
H 1.634629 -4.520351 1.189678 -0.039 0.012 0.123 0.02
H -0.120311 -4.567854 1.356823 -0.028 -0.113 -0.029 0.07
C 2.231463 -1.388888 3.509248 -0.031 -0.029 -0.082 -0.10
O 1.772191 -0.646570 2.395678 -0.032 -0.025 0.040 -0.19
C 0.508375 -1.094594 1.959834 -0.152 -0.024 0.054 -0.21
C -0.028410 -0.212119 0.856246 0.140 -0.015 0.005 -0.17
O -0.557410 1.020358 1.321249 -0.014 -0.105 0.000 -0.14
C 0.395691 2.039293 1.573056 0.077 0.076 -0.020 -0.17
C 0.808026 2.792499 0.328954 -0.102 0.062 -0.033 -0.22
O 1.771417 2.069966 -0.409813 -0.061 -0.039 0.003 -0.19
C 2.014938 2.658088 -1.664809 0.050 0.067 -0.019 -0.11
H 2.301308 -2.455862 3.274579 0.036 0.009 0.007 0.03
H 3.216902 -1.009687 3.769294 0.013 -0.001 0.013 0.09
H 1.559279 -1.272155 4.367582 0.004 0.034 -0.003 0.09
H -0.204092 -1.092717 2.798300 0.009 -0.011 -0.013 0.13
H 0.573080 -2.127533 1.582255 0.081 0.024 0.026 0.11
H -0.861320 -0.741200 0.388082 0.008 0.057 -0.032 0.10
H 0.749004 -0.043471 0.106354 -0.027 -0.021 -0.005 0.13
H 1.278897 1.641399 2.079914 -0.047 0.013 -0.005 0.13
H -0.105646 2.747585 2.235816 0.025 -0.016 0.038 0.13
H 1.214678 3.773064 0.619488 0.035 -0.008 -0.019 0.12
H -0.082814 2.968887 -0.289294 -0.004 0.008 0.017 0.12
H 1.108859 2.679535 -2.282776 -0.008 -0.039 0.015 0.09
H 2.778075 2.064163 -2.163453 -0.015 0.002 -0.014 0.09
H 2.378673 3.688816 -1.561387 0.018 -0.014 0.029 0.08
C -1.460857 6.317375 0.575522 0.037 0.001 0.050 -0.11
O -1.244656 6.787711 -0.734364 -0.028 -0.038 -0.042 -0.19
C -0.490624 5.871832 -1.500789 -0.038 -0.125 -0.016 -0.22
C -0.440374 6.295296 -2.951377 0.015 0.055 0.077 -0.18
O -1.614249 5.967633 -3.676108 0.009 0.037 0.003 -0.12
C -2.684599 6.892575 -3.570026 0.000 0.075 0.031 -0.18
C -2.583409 8.045600 -4.543045 -0.007 -0.094 -0.121 -0.22
O -1.655169 9.004650 -4.081385 0.031 -0.045 -0.001 -0.19
C -1.411723 10.010096 -5.034796 -0.037 0.062 -0.021 -0.12
H -0.512103 6.145049 1.100217 0.009 0.030 -0.016 0.08
H -2.025801 7.079205 1.108383 -0.006 -0.016 0.006 0.09
H -2.026317 5.377791 0.577357 -0.023 0.015 -0.029 0.09
H -0.939914 4.871253 -1.435760 0.015 0.002 -0.018 0.12
H 0.535280 5.805836 -1.107697 -0.005 0.028 0.024 0.12
H 0.367146 5.740448 -3.433511 0.011 0.037 -0.019 0.13
H -0.222169 7.364608 -3.013007 0.012 -0.017 -0.039 0.13
H -2.770533 7.279491 -2.551435 -0.022 -0.034 -0.004 0.12
H -3.586979 6.328313 -3.811962 -0.008 -0.004 0.042 0.13
H -3.576978 8.502545 -4.661567 0.020 0.052 0.024 0.13
H -2.273044 7.661215 -5.524818 -0.006 0.001 0.012 0.13
H -0.979230 9.597271 -5.953980 0.022 -0.025 0.023 0.09
H -0.712115 10.716911 -4.593576 0.006 -0.003 -0.018 0.09
H -2.333136 10.541804 -5.303150 -0.009 -0.006 0.036 0.09
C -3.512628 -2.084869 -0.021898 -0.008 -0.070 -0.041 -0.12
O -4.392928 -1.138886 0.530608 0.001 -0.019 -0.076 -0.18
C -3.697291 -0.052465 1.107922 0.102 0.161 0.021 -0.21
C -4.664266 1.020791 1.553112 0.024 -0.077 0.016 -0.17
O -5.116341 1.850372 0.493108 -0.026 -0.014 0.020 -0.12
C -6.208103 1.350273 -0.259055 -0.055 -0.061 0.012 -0.19
C -7.556129 1.662233 0.351779 0.020 0.152 -0.010 -0.22
O -7.838628 0.776995 1.415388 0.052 0.020 0.011 -0.19
C -9.003428 1.141553 2.114030 -0.076 -0.008 -0.009 -0.12
H -2.827254 -2.489374 0.732922 0.012 0.009 0.078 0.08
H -4.110768 -2.902836 -0.419093 0.004 0.018 -0.026 0.09
H -2.908116 -1.652607 -0.829681 -0.045 0.011 -0.002 0.09
H -2.988923 0.382871 0.391082 -0.010 -0.026 0.003 0.12
H -3.116050 -0.394118 1.977541 -0.008 -0.030 -0.017 0.13
H -4.131302 1.683106 2.237528 -0.036 -0.003 0.019 0.13
H -5.505647 0.562905 2.079651 0.004 0.041 0.019 0.12
H -6.118482 0.272044 -0.415619 0.019 0.022 -0.030 0.12
H -6.156940 1.854440 -1.226155 0.020 -0.039 -0.017 0.13
H -8.329759 1.581305 -0.426290 -0.025 -0.045 0.029 0.13
H -7.553975 2.699855 0.714304 0.003 -0.012 -0.007 0.13
H -8.905061 2.133153 2.571865 0.038 -0.010 0.009 0.09
H -9.163300 0.399659 2.893721 -0.003 0.017 0.007 0.09
H -9.880141 1.158998 1.454323 0.018 -0.029 -0.017 0.09
```
Positions in Å, forces in eV/Å.

=====

# C26H64Cl2O17P2

A 6-piece molecular cluster, C26H64Cl2O17P2 overall in a non-equilibrium geometry (wB97M-V/def2-TZVPD, OMol25).

Computed properties:
HOMO energy in eV: -9.49
Kohn-Sham gap in Eh: 0.3717
SMILES: COP(=O)(OC)OC.COP(=O)(OC)OC.COCCOCCOC.COCCOCCOC.COCCOCCOC.ClCCCl
DFT total energy in Eh: -3911.12917

```
111
Properties=species:S:1:pos:R:3:forces:R:3:lowdin_charge:R:1
Cl 28.680600 19.276130 28.191070 -0.815 0.506 -0.354 0.63
C 29.833090 18.197770 28.901040 2.193 0.135 0.115 -0.72
C 29.245400 17.303200 29.934200 -1.921 -0.250 -0.066 -0.66
Cl 30.318480 15.981010 30.361260 0.427 -0.137 0.418 0.66
H 30.612300 18.802570 29.364880 -0.137 0.268 0.241 0.06
H 30.411700 17.696600 28.125070 -0.602 -0.451 -0.147 0.06
H 28.329270 16.819090 29.595890 0.140 0.010 -0.431 0.04
H 28.883950 17.868160 30.793430 0.673 0.005 0.325 0.07
C 29.726760 21.218260 32.370400 0.185 0.937 -0.891 -0.10
O 29.205610 20.019690 32.931420 -1.121 -0.347 0.815 -0.22
P 27.892540 20.062010 33.872520 1.085 0.462 1.071 0.45
O 26.693740 20.795580 33.419830 0.687 -0.997 -0.142 -0.23
O 27.720490 18.500630 34.296960 1.409 2.983 0.375 -0.21
C 26.853090 17.642670 33.658540 -1.498 -0.793 -1.047 -0.14
O 28.542560 20.748230 35.195560 0.123 -0.887 -0.844 -0.24
C 27.777280 20.815640 36.406140 -0.201 -0.385 -0.565 -0.09
H 29.980960 21.034810 31.326460 -0.260 -0.092 -0.046 0.07
H 30.651200 21.592190 32.810490 -0.020 -0.556 0.636 0.09
H 29.021360 22.047840 32.418640 -0.229 -0.164 -0.050 0.09
H 27.430100 16.845290 33.190220 -0.275 -0.279 0.286 0.09
H 26.246070 18.110490 32.883440 0.220 0.345 -0.233 0.09
H 26.099970 17.319960 34.377410 0.301 -0.584 0.102 0.09
H 28.327110 20.352200 37.225290 0.180 0.111 -0.132 0.09
H 26.882910 20.218960 36.226810 -0.359 0.367 0.493 0.08
H 27.570490 21.864360 36.619490 -0.199 -0.183 0.040 0.09
C 31.525890 14.337730 26.973440 0.194 -0.778 0.219 -0.10
O 30.948270 15.458840 26.321640 -1.387 0.615 -0.655 -0.22
P 29.397580 15.467900 25.857970 0.560 -0.913 -1.493 0.49
O 28.932590 14.226100 25.142850 0.635 1.930 1.415 -0.26
O 29.289940 16.813690 24.923170 0.448 -1.393 1.161 -0.22
C 29.233180 16.648700 23.487720 -0.717 -0.902 -0.343 -0.10
O 28.655220 15.778800 27.256080 1.097 0.730 -1.702 -0.24
C 27.369830 15.237690 27.357640 -1.508 -1.582 0.648 -0.13
H 31.591680 14.503930 28.048690 0.128 0.270 -0.054 0.06
H 32.506900 14.161690 26.532160 0.052 0.278 0.171 0.09
H 30.979360 13.404370 26.838440 -0.392 0.146 -0.258 0.08
H 28.235880 16.945000 23.162600 0.194 0.553 0.009 0.09
H 29.268610 15.602340 23.184440 0.251 -0.165 0.398 0.07
H 30.029220 17.150770 22.937840 -0.055 0.412 0.579 0.09
H 26.848340 15.659100 28.217030 0.217 0.194 -0.062 0.09
H 27.479880 14.163850 27.508820 -0.101 -0.100 0.297 0.08
H 26.708430 15.277560 26.492160 0.353 0.706 -0.299 0.10
C 28.919560 12.357100 29.933930 0.621 -0.351 -0.108 -0.13
O 27.772610 12.185080 30.724380 -1.228 -0.051 0.435 -0.18
C 27.123920 13.404480 31.113190 0.891 0.789 -0.089 -0.16
C 25.843720 13.304850 31.994760 0.472 -1.506 -0.284 -0.18
O 25.525160 14.549650 32.554380 -0.309 0.659 -0.172 -0.14
C 24.380980 14.593790 33.421820 0.889 0.344 -0.141 -0.16
C 23.061660 15.021610 32.773090 0.868 -0.686 0.522 -0.23
O 22.759790 14.249860 31.650120 -0.425 -0.948 -0.423 -0.19
C 21.387720 14.461450 31.258160 1.492 0.257 -0.281 -0.07
H 28.763600 12.399750 28.855990 -0.667 0.060 -0.202 0.08
H 29.541870 11.476450 30.092970 0.008 -0.031 0.112 0.09
H 29.530430 13.231440 30.158570 -0.176 0.234 0.489 0.04
H 26.988270 14.016470 30.221470 -0.656 0.017 -0.253 0.11
H 27.895750 13.960130 31.645750 -0.128 0.292 0.606 0.11
H 26.033490 12.601530 32.805570 0.357 -0.222 0.214 0.12
H 25.001080 12.856250 31.468630 -0.079 0.277 -0.442 0.12
H 24.658420 15.366640 34.138640 -0.232 0.251 0.061 0.11
H 24.311650 13.704430 34.048180 -0.160 -0.513 -0.430 0.13
H 23.143570 16.085280 32.549480 -0.258 0.217 -0.277 0.13
H 22.300370 14.849130 33.533870 -0.245 0.334 0.277 0.12
H 21.158060 13.948720 30.324100 0.429 -0.081 0.019 0.09
H 21.421580 15.534600 31.070230 -1.325 0.171 0.111 0.09
H 20.702380 14.070060 32.009970 -0.108 0.514 0.226 0.09
C 36.957460 24.094850 29.495170 -0.049 -0.742 0.037 -0.10
O 36.327660 23.197320 28.565660 -0.206 0.957 0.021 -0.18
C 35.684110 23.887610 27.477580 0.276 -0.277 0.786 -0.18
C 34.410300 24.651850 27.878030 0.913 0.890 -0.489 -0.22
O 33.369940 23.908130 28.409560 0.073 0.249 0.529 -0.11
C 32.845260 22.995090 27.502210 -0.554 -1.432 0.622 -0.21
C 31.529200 22.467240 28.111450 0.579 0.367 0.257 -0.16
O 31.657370 21.888230 29.406930 0.168 -0.202 0.188 -0.19
C 32.654390 20.894520 29.568700 0.655 0.102 -0.129 -0.12
H 36.285320 24.706890 30.096610 -0.465 0.148 -0.389 0.08
H 37.690980 24.731030 28.999870 0.029 0.097 -0.134 0.08
H 37.467030 23.487770 30.243420 0.144 -0.220 -0.281 0.08
H 35.510830 23.152730 26.691440 -0.376 -0.292 0.298 0.12
H 36.403760 24.548820 26.994860 0.046 0.588 0.182 0.12
H 34.097050 25.219660 27.001920 -0.326 -0.235 -0.709 0.12
H 34.592870 25.493440 28.546220 0.395 -0.395 0.566 0.12
H 33.514690 22.141160 27.398500 0.297 -0.075 -0.297 0.11
H 32.715960 23.471210 26.530260 -0.369 -0.093 -0.239 0.13
H 31.033190 21.715680 27.497250 -0.027 0.264 -0.542 0.12
H 30.939350 23.371200 28.263230 -0.501 -0.308 -0.024 0.13
H 33.646390 21.341640 29.632850 0.137 0.213 0.161 0.09
H 32.752880 20.157510 28.771690 -0.517 -0.025 -0.460 0.09
H 32.497180 20.313590 30.477490 -0.344 0.302 0.118 0.08
C 38.426280 16.551170 25.923180 -0.558 -0.611 -0.089 -0.12
O 38.136810 15.954530 27.185660 0.050 -0.646 0.044 -0.19
C 36.994130 15.076000 27.062090 -0.375 0.964 0.853 -0.18
C 36.362430 14.713440 28.438840 0.668 0.497 -0.927 -0.16
O 35.480010 15.789270 28.883800 0.704 -2.681 0.481 -0.10
C 34.834070 15.409770 30.102020 -0.859 2.220 1.133 -0.21
C 33.773390 16.486690 30.372100 1.016 0.107 0.050 -0.22
O 34.392470 17.773370 30.482160 -0.112 0.149 -0.255 -0.20
C 34.991140 18.100000 31.749760 -1.418 -0.381 -0.468 -0.08
H 37.614090 17.252110 25.730490 0.237 0.326 -0.417 0.09
H 38.456540 15.799580 25.134330 -0.433 -0.322 -0.178 0.08
H 39.417620 16.988910 25.806060 -0.102 0.340 1.003 0.09
H 37.266250 14.197060 26.477710 0.047 -0.231 0.125 0.12
H 36.220770 15.624980 26.524840 -0.193 -0.024 -0.277 0.11
H 37.186090 14.425510 29.092120 0.205 0.921 0.708 0.12
H 35.852870 13.750300 28.409940 -0.710 0.098 -0.593 0.11
H 35.466670 15.494780 30.985590 0.856 -0.303 -0.210 0.11
H 34.281490 14.481490 30.247120 0.355 -0.716 -1.131 0.12
H 33.197070 16.269390 31.271400 0.094 -0.181 0.328 0.10
H 33.052900 16.425030 29.556500 0.128 0.818 -0.219 0.09
H 35.128330 19.180590 31.789700 0.198 -0.110 -0.282 0.09
H 35.920270 17.578530 31.979710 0.074 -0.071 -0.236 0.08
H 34.232030 17.861330 32.494680 0.159 -0.095 0.512 0.08
```
Positions in Å, forces in eV/Å.